(1)
{
  "formula": "C21H46BClGaN2O4",
  "method": "ωB97M-V/def2-TZVPD",
  "species": ["C", "C", "C", "Ga", "C", "B", "O", "O", "C", "C", "O", "Cl", "O", "C", "C", "C", "H", "H", "H", "H", "H", "H", "H", "H", "H", "H", "H", "H", "H", "H", "H", "H", "C", "C", "N", "C", "C", "C", "C", "H", "H", "H", "H", "H", "H", "H", "H", "H", "H", "H", "H", "H", "H", "H", "C", "C", "N", "C", "C", "C", "C", "H", "H", "H", "H", "H", "H", "H", "H", "H", "H", "H", "H", "H", "H", "H"],
  "xyz": [[-0.1817, -3.6735, 5.4341], [-0.0444, -2.7728, 4.6453], [0.1726, -1.5520, 3.8700], [-0.8508, -1.6089, 2.0890], [-2.2198, -3.0983, 1.9143], [-1.6235, -4.5127, 1.7361], [-1.4101, -5.0493, 0.4724], [-1.3006, -5.3569, 2.8217], [-1.9128, 0.1848, 1.9969], [-2.9648, 0.1618, 0.9736], [-2.7961, 0.3844, -0.1827], [-4.6296, -0.2691, 1.6000], [0.3681, -1.5469, 0.6609], [1.4089, -2.4783, 0.8253], [2.7708, -1.8280, 1.1877], [2.7798, -0.3045, 1.0018], [-0.2874, -4.4062, 6.1956], [-0.1280, -0.6796, 4.4512], [1.2453, -1.4678, 3.6782], [-2.9421, -3.0892, 2.7354], [-2.7877, -2.8636, 1.0050], [-1.2859, -5.9999, 0.5604], [-0.4170, -5.1944, 3.1635], [-1.2306, 1.0077, 1.7787], [-2.3065, 0.3374, 3.0042], [1.4916, -3.0667, -0.0989], [1.1495, -3.1939, 1.6291], [3.0510, -2.0788, 2.2131], [3.5401, -2.2368, 0.5222], [3.7120, 0.0783, 1.4322], [2.7371, -0.0020, -0.0437], [1.9460, 0.1336, 1.5477], [-7.9012, 6.3404, -1.1921], [-6.7765, 5.3140, -1.1861], [-6.8891, 4.3509, -0.1108], [-5.6815, 3.5595, 0.0903], [-5.2352, 2.6217, -1.0337], [-8.1403, 3.6192, -0.0480], [-8.5653, 2.8110, -1.2809], [-7.9859, 6.8298, -0.2205], [-7.6964, 7.1079, -1.9408], [-8.8645, 5.8924, -1.4408], [-5.8328, 5.8512, -1.0601], [-6.7307, 4.8337, -2.1768], [-5.7933, 2.9788, 1.0096], [-4.8633, 4.2584, 0.2942], [-5.8686, 1.7386, -1.1027], [-4.2251, 2.2660, -0.8338], [-5.2191, 3.1186, -2.0060], [-8.9396, 4.3327, 0.1772], [-8.1122, 2.9572, 0.8205], [-8.4600, 3.3812, -2.2054], [-9.6188, 2.5342, -1.1896], [-8.0007, 1.8858, -1.3790], [5.6581, -2.9028, -2.0643], [5.9802, -1.4166, -2.0516], [7.2034, -1.0986, -1.3374], [7.3581, 0.3177, -1.0590], [7.5081, 1.2759, -2.2469], [8.3952, -1.7908, -1.7891], [8.8055, -1.6373, -3.2600], [5.6432, -3.3062, -1.0511], [4.6720, -3.0595, -2.5028], [6.3723, -3.4769, -2.6578], [5.1519, -0.9046, -1.5548], [5.9963, -1.0485, -3.0900], [8.2110, 0.4506, -0.3868], [6.4861, 0.6335, -0.4779], [8.4915, 1.2016, -2.7107], [7.3967, 2.3060, -1.9009], [6.7491, 1.1060, -3.0109], [8.2624, -2.8576, -1.5883], [9.2327, -1.4951, -1.1516], [7.9621, -1.7683, -3.9391], [9.5462, -2.3998, -3.5133], [9.2643, -0.6701, -3.4606]],
  "atomic_forces_ev_per_a": [[-0.0041, -0.0420, -0.0686], [0.3077, 0.8186, 0.5451], [-0.0054, -0.7891, -0.3229], [-0.4850, 0.3190, -0.1251], [0.0026, -0.4197, -0.5535], [0.0609, 0.1069, 0.1722], [-0.4048, 0.0169, 0.0695], [0.0211, -0.2208, -0.3461], [-0.5777, 0.1973, 0.4225], [1.5899, 0.3409, 0.2039], [-0.7768, -0.1301, -0.1524], [-0.1109, -0.0471, -0.0851], [0.0645, -0.2321, 0.4615], [-0.4634, 0.1578, 0.0294], [-0.1046, 0.2138, -0.6578], [0.3382, -0.3030, 0.5838], [-0.0759, -0.1469, -0.1657], [-0.0987, -0.0508, 0.0399], [-0.0249, 0.0884, -0.0994], [0.3070, 0.1508, 0.2195], [0.1431, 0.1709, 0.0163], [0.3056, 0.0441, 0.0177], [-0.1404, 0.1737, 0.2806], [0.1345, -0.1914, -0.2525], [-0.1310, -0.1593, -0.1090], [0.1454, 0.0065, 0.0459], [0.2137, -0.1603, -0.1461], [0.0108, 0.0580, 0.0069], [0.0575, -0.1643, 0.2149], [-0.0332, 0.1227, -0.1000], [-0.1891, -0.0520, -0.0015], [-0.0196, 0.1300, -0.1777], [-0.0133, 0.0172, -0.0504], [-0.1339, 0.0238, -0.1027], [0.1135, -0.0334, 0.2274], [0.2452, -0.0230, 0.0281], [0.0188, -0.0123, 0.0150], [-0.2993, 0.0796, -0.0293], [-0.0876, -0.1252, 0.0541], [-0.0120, -0.0511, 0.0243], [0.0014, -0.0135, -0.0108], [-0.0042, 0.0086, 0.0238], [0.0672, -0.1253, 0.0473], [0.0230, 0.0573, -0.0392], [-0.1232, -0.0102, -0.0225], [-0.0688, 0.0916, -0.0499], [-0.0017, 0.0008, -0.0358], [-0.0157, -0.0475, 0.0091], [-0.0493, 0.0343, 0.0132], [0.0463, 0.0517, -0.0465], [0.1755, -0.0149, -0.0164], [0.0321, 0.0183, 0.0128], [0.0038, 0.0197, 0.0132], [0.0683, 0.0474, -0.0705], [0.0063, -0.0557, -0.0445], [-0.0893, -0.1207, -0.0980], [0.0848, 0.1327, 0.1343], [-0.1084, 0.1643, 0.1319], [0.0916, 0.0912, 0.0310], [0.0585, -0.2793, -0.0626], [0.1553, -0.0141, 0.0008], [0.0382, 0.0191, 0.0085], [-0.0039, 0.0139, 0.0056], [0.0104, -0.0003, 0.0202], [0.1052, 0.1228, 0.0489], [-0.0558, -0.0044, -0.0117], [0.0542, -0.1021, -0.0473], [-0.0594, -0.0834, -0.0518], [-0.0250, -0.0456, -0.0547], [-0.0185, -0.0133, 0.0133], [-0.0020, -0.0302, 0.0059], [-0.0877, 0.0156, -0.0206], [-0.0707, 0.1432, 0.0294], [-0.0264, 0.0148, 0.0284], [-0.0125, -0.0067, 0.0154], [-0.0882, 0.0369, -0.0427]],
  "total_charge": -1,
  "lumo_ev": 2.5,
  "gap_ha": 0.288
}

***

(2)
{
  "formula": "C4H10OS",
  "method": "ωB97M-V/def2-TZVPD",
  "species": ["C", "C", "O", "H", "H", "H", "H", "C", "C", "S", "H", "H", "H", "H", "H", "H"],
  "xyz": [[-0.8084, 0.2122, -2.1935], [-1.5682, -0.1718, -0.9494], [-1.5622, -1.2614, -0.4370], [-0.3085, -0.6673, -2.5924], [-0.1015, 1.0003, -1.9410], [-1.5425, 0.5946, -2.9040], [-2.1974, 0.6351, -0.5486], [1.6081, -0.6491, 0.6898], [0.6314, -0.0508, 1.6849], [0.1542, 1.6495, 1.1642], [2.5586, -0.1339, 0.6651], [1.1359, -0.7719, -0.2705], [1.8336, -1.6705, 1.0074], [-0.2798, -0.6306, 1.7894], [1.1263, 0.0552, 2.6441], [-0.6794, 1.8604, 2.1914]],
  "atomic_forces_ev_per_a": [[-0.2695, -0.4592, 0.3966], [-0.1178, 0.1205, -0.3147], [0.1360, -0.0267, 0.0128], [0.1197, 0.0817, -0.1003], [0.0371, 0.0899, -0.1162], [0.1297, 0.1037, -0.1167], [-0.1299, 0.0863, 0.1870], [-0.3913, -0.8627, 0.5827], [0.2744, 0.6443, 0.0366], [0.1137, -0.2436, 0.0924], [0.0379, 0.3860, -0.2770], [0.1098, 0.2730, -0.5527], [0.0086, -0.0012, 0.0977], [0.0567, -0.1798, -0.0924], [-0.0893, -0.1094, 0.2205], [-0.0257, 0.0973, -0.0563]],
  "smiles": "CC=O.CCS",
  "de_lowest_ev": 0.436,
  "total_charge": 0,
  "lumo_ev": 0.8,
  "gap_ha": 0.364
}

***

(3)
{
  "formula": "CH3ClO2PS",
  "method": "ωB97M-V/def2-TZVPD",
  "species": ["C", "O", "O", "P", "S", "Cl", "H", "H", "H"],
  "xyz": [[0.9266, 0.1768, 0.0667], [-1.5250, -0.1634, -2.0300], [2.1915, -0.4979, 0.3729], [-1.3693, -0.0725, -0.5900], [-1.9623, 1.4403, 0.4428], [-2.2633, -1.7637, 0.2272], [1.0123, 0.6313, -0.9121], [2.2455, -0.5782, 1.3969], [0.7441, 0.8272, 1.0256]],
  "atomic_forces_ev_per_a": [[-0.8931, 0.4454, 2.1454], [0.1870, -0.2620, -1.8945], [-1.0578, -0.4439, 1.9193], [2.2341, -0.0903, 2.3889], [-0.3977, 0.8792, 0.3994], [0.0797, -0.5308, 0.1882], [0.4779, 0.6066, 0.2110], [-0.3741, 0.1091, -2.9041], [-0.2560, -0.7134, -2.4536]],
  "de_lowest_ev": 2.954,
  "total_charge": -1,
  "lumo_ev": 3.5,
  "gap_ha": 0.277
}

***

(4)
{
  "formula": "C28H35N7",
  "method": "ωB97M-V/def2-TZVPD",
  "species": ["N", "C", "C", "C", "C", "H", "H", "H", "H", "H", "N", "C", "C", "C", "C", "H", "H", "H", "H", "H", "N", "C", "C", "C", "C", "H", "H", "H", "H", "H", "N", "C", "C", "C", "C", "H", "H", "H", "H", "H", "N", "C", "C", "C", "C", "H", "H", "H", "H", "H", "N", "C", "C", "C", "C", "H", "H", "H", "H", "H", "N", "C", "C", "C", "C", "H", "H", "H", "H", "H"],
  "xyz": [[4.8823, -1.3688, 1.1101], [4.3748, -2.6260, 1.3485], [3.8292, -3.1171, 0.1772], [4.0484, -2.1756, -0.7997], [4.6701, -1.0408, -0.1994], [5.4427, -0.8219, 1.7480], [4.4598, -3.0284, 2.3471], [3.2868, -4.0448, 0.0695], [3.6574, -2.2665, -1.8023], [4.9724, -0.1060, -0.6478], [0.3929, -2.3935, 2.5635], [-0.3165, -2.7998, 1.4782], [-1.6195, -2.4001, 1.5922], [-1.7001, -1.7805, 2.8173], [-0.3942, -1.6114, 3.3184], [1.3775, -2.5310, 2.7418], [0.1796, -3.3675, 0.7049], [-2.3141, -2.5714, 0.7831], [-2.5639, -1.3486, 3.3006], [-0.0992, -1.0742, 4.2076], [3.1776, 4.2971, -0.7241], [2.8386, 3.0517, -0.3516], [1.6039, 2.8211, -0.8520], [1.1061, 4.0080, -1.4161], [2.1353, 4.9429, -1.3048], [4.0640, 4.6826, -0.4311], [3.4644, 2.4377, 0.2792], [1.0220, 1.9144, -0.9274], [0.2224, 4.0188, -2.0368], [2.3132, 5.9298, -1.7058], [0.3571, -0.0288, -0.8188], [1.6444, 0.4148, -1.0406], [2.5058, -0.5919, -0.8890], [1.7742, -1.7363, -0.4098], [0.4336, -1.3566, -0.4325], [-0.3701, 0.6594, -0.6860], [1.7758, 1.4635, -1.2626], [3.5747, -0.5207, -1.0261], [2.1590, -2.7048, -0.1261], [-0.4356, -1.9495, -0.1887], [-2.8811, -0.7291, -1.1010], [-4.0906, -0.4661, -0.5000], [-4.3944, -1.4362, 0.4822], [-3.4118, -2.3610, 0.3596], [-2.6068, -2.0086, -0.6469], [-2.4660, -0.1281, -1.7985], [-4.5818, 0.4670, -0.7337], [-5.3031, -1.5250, 1.0590], [-3.2853, -3.3694, 0.7250], [-1.6257, -2.2303, -1.0403], [-3.2368, 1.3360, -2.4607], [-2.6600, 1.7901, -1.3229], [-1.5207, 1.1481, -1.1526], [-1.2664, 0.3268, -2.2890], [-2.3459, 0.6760, -3.1431], [-4.0673, 1.7548, -2.8544], [-3.2384, 2.4395, -0.6824], [-0.7043, 1.2724, -0.4566], [-0.4225, -0.3234, -2.4666], [-2.4989, 0.3775, -4.1697], [-2.1879, 0.4258, 1.2845], [-2.7270, 1.6956, 1.3167], [-1.5652, 2.5331, 1.5062], [-0.3895, 1.7386, 1.4643], [-0.8504, 0.4801, 1.3016], [-2.5942, -0.4899, 1.1566], [-3.7612, 1.9891, 1.2131], [-1.6412, 3.5960, 1.6822], [0.6128, 2.1370, 1.5189], [-0.2210, -0.3954, 1.2406]],
  "atomic_forces_ev_per_a": [[0.0776, 0.0509, -0.6482], [0.0409, -0.0874, 0.7990], [2.5352, -0.8875, 1.4234], [4.2763, -0.8297, -0.1561], [2.8455, -3.8829, 0.8098], [-0.3310, -0.1993, -0.0693], [-0.1658, -0.1161, -0.1402], [0.3044, -0.0941, 0.0390], [0.4223, 0.1158, 0.2106], [0.4919, -0.1172, 0.4420], [1.1514, 0.3666, -0.4079], [0.8061, -1.7089, 0.9453], [4.1790, -2.3271, 2.4482], [0.8388, 1.5434, 2.1350], [-2.6809, -0.7358, 1.3099], [-0.1073, 0.0903, -0.4234], [-0.1117, -0.2282, 0.3443], [5.5671, -0.4628, 4.4376], [-0.0814, 0.1291, -0.1512], [0.2570, -0.2678, -0.0877], [1.0863, 0.8098, 1.1551], [0.3446, -1.1087, 0.2962], [-3.2098, 3.9458, 0.6404], [1.2268, 0.9509, -0.6570], [-0.4874, -0.2049, -0.9175], [-0.3590, 0.3392, -0.2026], [0.1200, -0.0267, -0.2855], [-2.1933, 4.3898, 2.1066], [-0.1035, 0.4861, 0.3015], [-0.3348, -0.0337, 0.0200], [7.1429, -4.0843, 1.4023], [-0.4951, -3.0108, -0.9866], [-1.1480, 0.7577, -0.2445], [-2.4853, 0.8140, -0.6535], [1.4293, 0.8858, -1.2042], [4.3040, -7.1608, -1.5576], [3.1217, -4.9329, -2.1515], [-3.9122, 1.8586, -1.5201], [-1.6066, 0.8844, -0.3066], [1.0844, 1.2314, -0.5904], [-7.7007, -4.9847, 4.1694], [-0.2397, 0.4724, 0.5136], [-1.8161, 1.9213, -1.3012], [-6.2374, -3.0565, -3.7591], [1.9102, 3.2845, -5.8656], [-1.1792, -3.1367, 0.6414], [-0.2370, -0.2898, 0.3941], [0.1788, 0.2006, 0.0868], [-2.0745, -0.1410, 0.0075], [-0.5236, -1.4593, 0.4167], [-1.4506, 3.2578, -0.6633], [-2.2913, 2.2935, 0.8321], [0.6857, 3.3951, -2.6238], [-0.0270, 4.0359, -5.1095], [3.4756, -2.3477, -2.7164], [0.1015, -0.1907, 0.0500], [0.4541, -0.0636, -0.4166], [-5.8935, 7.9340, 2.6021], [-0.8369, 0.2972, -0.7016], [-0.2173, -0.3251, 0.1963], [-0.0098, 0.5060, 0.0038], [3.3900, 0.8977, 1.6303], [-2.3581, -0.3854, -0.1564], [-1.0319, 1.7091, 0.7700], [1.2642, -1.2796, 2.2430], [-0.5980, 0.8022, 0.2380], [0.1066, -0.4947, 0.3015], [0.1159, 0.0565, -0.1922], [-0.0625, -0.3869, 0.0560], [-0.7380, 0.3364, 0.4487]],
  "de_lowest_ev": 25.992,
  "total_charge": 0,
  "lumo_ev": 0.4,
  "gap_ha": 0.260
}

***

(5)
{
  "formula": "C25H10Cl7NO7Ti",
  "method": "ωB97M-V/def2-TZVPD",
  "species": ["Ti", "O", "C", "C", "O", "C", "C", "O", "C", "O", "O", "Cl", "C", "C", "C", "Cl", "C", "Cl", "C", "Cl", "C", "Cl", "Cl", "C", "C", "C", "C", "C", "Cl", "C", "N", "C", "C", "C", "C", "C", "C", "C", "C", "O", "O", "H", "H", "H", "H", "H", "H", "H", "H", "H", "H"],
  "xyz": [[-0.3744, -0.1420, -0.1433], [-1.3279, -4.9506, 3.4533], [-1.0327, -4.0207, 2.7545], [-0.8575, -4.0491, 1.2247], [-0.9867, -5.0119, 0.5126], [-0.5532, -2.6301, 0.8900], [-0.5204, -1.8258, 1.9831], [-0.3293, -0.5706, 1.7572], [-0.8107, -2.5607, 3.2403], [-0.9048, -2.1770, 4.3796], [-0.3781, -2.0504, -0.2502], [-1.5572, 0.1125, -2.1453], [1.7706, -0.0811, -1.8798], [1.6614, 0.0393, -0.5060], [2.7642, 0.2188, 0.3333], [2.6322, 0.4266, 2.0819], [4.0390, 0.2731, -0.2210], [5.4651, 0.4954, 0.7791], [4.1769, 0.1517, -1.6127], [5.8040, 0.2222, -2.3099], [3.0425, -0.0180, -2.3821], [3.2887, -0.1646, -4.1802], [-4.1537, 1.4615, 5.4547], [-4.0724, 0.1245, 4.3318], [-4.8025, -1.0089, 4.6499], [-4.9516, -2.0271, 3.7252], [-4.4251, -1.8573, 2.4547], [-3.6872, -0.7278, 2.1622], [-3.1946, -0.4993, 0.5058], [-3.3832, 0.2542, 3.1148], [-2.5475, 1.3170, 2.8122], [-1.4044, 1.6574, 3.5868], [-0.9774, 0.9006, 4.6698], [0.1163, 1.2998, 5.4229], [0.8083, 2.4585, 5.0999], [0.4149, 3.1760, 3.9787], [-0.6701, 2.7859, 3.2033], [-0.9424, 3.5016, 1.9022], [-0.2948, 2.7103, 0.7753], [0.8032, 3.0129, 0.3839], [-1.0326, 1.6750, 0.3706], [-5.2695, -1.0635, 5.6245], [-5.5001, -2.9255, 3.9766], [-4.5755, -2.5953, 1.6766], [-2.3448, 1.4037, 1.8162], [-1.4536, -0.0459, 4.8897], [0.4372, 0.6799, 6.2511], [1.6678, 2.7743, 5.6780], [0.9854, 4.0403, 3.6568], [-0.4692, 4.4799, 1.9115], [-2.0178, 3.6106, 1.7357]],
  "atomic_forces_ev_per_a": [[1.8431, 1.6256, -2.4816], [-0.0298, -0.1585, 0.0832], [0.0902, 0.5145, -0.0316], [0.2079, 1.0601, 0.1644], [-0.0282, -0.2533, -0.1383], [-0.2226, -1.8891, -0.5688], [-0.2286, -0.0983, 1.8652], [-0.2252, 0.3700, 0.7079], [0.1431, -0.2000, -1.1635], [-0.0314, -0.0266, 0.2784], [-0.3248, -0.9405, -0.2837], [-0.5385, -0.1276, 0.0385], [-0.4840, -0.1026, 0.9933], [0.1427, 0.2752, 0.7484], [0.0814, 0.1366, 0.2382], [-0.2230, -0.0718, -0.4748], [0.2566, 0.0117, -0.0580], [-0.3724, -0.0574, -0.2268], [0.5907, 0.0645, 0.2032], [-0.5571, -0.0305, 0.1560], [-0.0682, -0.0917, -0.8811], [-0.0494, 0.0339, 0.4182], [0.2967, -0.1384, -0.1220], [-0.0628, 0.0254, 0.0585], [-0.0063, 0.0636, 0.0830], [0.0235, -0.0075, -0.0448], [-0.0899, -0.0888, 0.0456], [0.0700, -0.1209, -0.2776], [-0.3450, -0.1154, 0.1641], [0.0411, 0.1790, 0.1292], [0.0280, 0.0382, -0.0652], [-0.2210, 0.0655, 0.0191], [-0.1101, -0.0252, 0.1175], [-0.0126, 0.0599, -0.0173], [-0.1094, -0.0549, -0.0932], [0.0919, -0.0486, -0.0327], [0.0992, 0.0738, -0.0269], [-0.2949, 0.1387, 0.1882], [-0.6644, -0.6447, 0.0804], [0.2560, 0.0029, -0.3662], [1.0029, 0.4213, 0.4285], [0.0066, -0.0167, -0.0248], [0.0149, 0.0333, -0.0012], [0.0094, 0.0230, 0.0424], [0.0282, -0.0806, 0.0400], [-0.0259, 0.1237, 0.0327], [-0.0001, -0.0056, -0.0051], [-0.0079, -0.0084, -0.0015], [-0.0015, -0.0116, 0.0256], [-0.0446, 0.0844, 0.0699], [0.0553, -0.0097, -0.0330]],
  "total_charge": -2,
  "lumo_ev": [4.0, 4.0],
  "gap_ha": [0.220, 0.220]
}